1.
Density functional theory data (ωB97M-V/def2-TZVPD) for a single C4H5N3 molecule.

Properties
* SMILES string: CNC(C#N)C#N
* LUMO level: 0.6 eV
* E_HOMO: -10.30 eV
* HOMO-LUMO gap: 10.911 eV

Last column: natural (NBO) charge in e.
Geometry (Å):
C 0.8659 0.8473 -1.1553  -0.43
N 0.1656 0.7745 0.1386  -0.59
C -0.0583 -0.5123 0.7362  -0.22
C -0.8484 -0.3688 1.9852  0.27
N -1.5047 -0.1989 2.9241  -0.26
C -0.7543 -1.4474 -0.1919  0.25
N -1.2072 -2.0867 -1.0415  -0.28
H 1.8962 1.1707 -1.0087  0.20
H 0.3536 1.5616 -1.7961  0.21
H 0.8633 -0.0923 -1.7311  0.20
H -0.6766 1.3308 0.1544  0.38
H 0.9048 -0.9784 0.9861  0.27

***

2.
Density functional theory data (ωB97M-V/def2-TZVPD) for 2 unconnected molecules or ions with the total composition C10H16.

Properties
* SMILES string: CCc1ccccc1.CC
* LUMO level: 1.0 eV
* E_HOMO: -9.14 eV
* HOMO-LUMO gap: 10.147 eV

Last column: natural (NBO) charge in e.
Geometry (Å):
C -2.2229 1.1638 -1.0491  -0.42
C -2.9299 -0.2895 -1.0546  -0.61
C -0.8407 1.2511 -0.5272  -0.03
C 0.1999 1.2213 -1.4468  -0.21
C -0.5456 1.1387 0.8221  -0.19
C 1.5641 1.2373 -1.0170  -0.20
C 0.7941 1.2164 1.2166  -0.20
C 1.8306 1.3176 0.3434  -0.24
H -2.1184 1.3414 -2.1283  0.21
H -2.9892 1.8191 -0.6952  0.22
H -3.0442 -0.6830 -0.0763  0.20
H -0.0519 0.9468 -2.5314  0.21
H -1.3274 1.0451 1.4906  0.20
H 2.4223 1.3375 -1.6966  0.22
H 0.8537 1.5442 2.2920  0.21
H 2.7572 1.7085 0.7353  0.22
H -2.4629 -0.9860 -1.7212  0.21
H -3.9756 -0.4099 -1.4733  0.21
C 1.1163 -2.5926 0.7927  -0.62
C 1.4121 -3.7759 1.6212  -0.61
H 0.7394 -2.8609 -0.2237  0.20
H 0.4659 -1.9017 1.4028  0.21
H 1.9854 -1.9825 0.4848  0.21
H 0.5298 -4.2007 2.2131  0.20
H 2.0243 -3.4561 2.5132  0.20
H 1.9242 -4.5918 1.2054  0.20

***

3.
Density functional theory data (ωB97M-V/def2-TZVPD) for a molecular structure, C26H40IrN9OSSe.

Properties
* spin multiplicity: 5
* LUMO level (alpha / beta): -4.2 / -7.1 eV
* charge: +2
* E_HOMO (alpha / beta): -11.31 / -13.21 eV
* HOMO-LUMO gap (alpha / beta): 7.144 / 6.064 eV

Last column: Löwdin charge in e.
Geometry (Å):
Ir 0.2569 0.1918 -0.2345  0.84
C 3.1438 0.5659 2.0100  -0.03
N 2.0529 1.1055 2.8341  -0.11
C 2.2065 2.4972 3.2613  -0.02
C 0.9133 0.4382 2.9682  -0.40
N 0.5824 -0.4724 2.0125  0.02
C 0.0727 -1.6701 2.3611  -0.21
C 0.2457 -2.2731 3.6344  -0.01
C -0.3323 -3.4747 3.9123  -0.04
C -1.1300 -4.1320 2.9398  -0.03
C -1.2822 -3.6059 1.6884  -0.02
C -0.6558 -2.3881 1.3446  -0.21
N -0.7646 -1.7925 0.1333  0.00
C -1.0397 -2.5065 -0.9880  -0.38
N -1.8481 -1.9608 -1.8993  -0.12
C -1.5893 -2.0750 -3.3366  -0.01
C -2.7787 -0.8950 -1.5283  -0.04
N -0.4764 -3.6981 -1.2377  -0.11
C 0.7832 -4.1319 -0.6294  -0.03
C -1.1187 -4.7130 -2.0753  -0.02
N 0.0804 0.7255 3.9844  -0.12
C -1.3520 0.4145 3.9541  -0.04
C 0.5592 1.2043 5.2826  -0.02
H 4.0919 0.8697 2.4495  0.10
H 3.0847 0.9364 0.9914  0.05
H 3.1012 -0.5195 1.9848  0.09
H 2.6509 3.0529 2.4351  0.09
H 2.8641 2.5918 4.1257  0.10
H 1.2366 2.9324 3.4885  0.09
H 0.8541 -1.7733 4.3774  0.13
H -0.1880 -3.9353 4.8822  0.12
H -1.6219 -5.0614 3.1978  0.12
H -1.8981 -4.1094 0.9530  0.13
H -0.6755 -2.6305 -3.5179  0.09
H -1.4604 -1.0683 -3.7376  0.10
H -2.4179 -2.5562 -3.8554  0.10
H -3.0680 -0.9862 -0.4854  0.09
H -3.6671 -0.9835 -2.1534  0.10
H -2.3255 0.0852 -1.6861  0.05
H 1.3045 -3.2905 -0.1878  0.05
H 1.4139 -4.5522 -1.4115  0.11
H 0.6092 -4.8954 0.1300  0.10
H -2.1342 -4.4217 -2.3195  0.10
H -1.1505 -5.6476 -1.5124  0.10
H -0.5575 -4.8877 -2.9930  0.10
H -1.6755 0.1753 2.9473  0.05
H -1.9022 1.2901 4.2956  0.10
H -1.5836 -0.4245 4.6123  0.10
H 1.6440 1.1910 5.3232  0.09
H 0.1781 0.5314 6.0539  0.11
H 0.1975 2.2107 5.4962  0.10
O 0.3006 1.1820 -2.2471  -0.32
N 1.3339 0.9002 -3.0448  -0.21
C 1.3890 1.5701 -4.2224  -0.01
C 2.4045 1.3606 -5.1095  -0.03
C 3.3997 0.4378 -4.7864  -0.04
C 3.3294 -0.2330 -3.5886  -0.07
C 2.2791 -0.0067 -2.6914  -0.62
S 2.1813 -0.8485 -1.1779  0.65
H 0.5685 2.2552 -4.3746  0.14
H 2.4185 1.9102 -6.0417  0.12
H 4.2198 0.2531 -5.4691  0.12
H 4.0846 -0.9509 -3.3007  0.11
C -3.7094 3.0221 -1.2239  0.00
N -2.3752 3.6113 -1.3342  -0.10
C -2.0269 4.6060 -2.2319  -0.01
C -0.7254 4.8796 -2.0307  -0.01
N -0.2927 4.0549 -1.0066  -0.11
C 1.0703 4.0058 -0.4867  -0.01
C -1.3045 3.2705 -0.5980  -0.65
Se -1.2465 1.9791 0.7648  0.71
H -4.4467 3.7764 -1.4824  0.10
H -3.8732 2.6929 -0.2046  0.07
H -3.8051 2.1749 -1.8996  0.09
H -2.7410 5.0361 -2.9151  0.14
H -0.0741 5.5964 -2.5043  0.14
H 1.5707 4.9392 -0.7320  0.10
H 1.6005 3.1639 -0.9272  0.08
H 1.0359 3.8836 0.5908  0.06

***

E_tot values (in eV) by entry order: -8697.8036 -10628.0402 -122075.1829.